[1]
Computed, not measured: a structure of composition C29H28ClN9O4PPtS, with wB97M-V/def2-TZVPD.

As for the spin multiplicity: 5. For the molar mass, the calculation gives 860.17 g/mol. The value obtained for the HOMO-LUMO gap (spin up / spin down) is 0.3091 / 0.2181 hartree. The expectation value of S² is 6.06. The highest occupied orbital energy (spin up / spin down) comes out at -0.5725 / -0.6132 hartree. The energy relative to the best compared isomer or geometry (same formula, charge and spin) comes out at 0.101 eV. The strongest force on any atom is 0.0017 hartree/bohr. Its net charge is +3. For the total energy, the calculation gives -87991.66667 eV.

Element x y z (Å)
Pt (-0.23, 0.05, -0.32)
N (-1.58, -2.92, 7.83)
C (-1.22, -2.73, 6.57)
C (-0.55, -1.52, 6.19)
C (-0.15, -1.35, 4.90)
C (-0.41, -2.36, 3.96)
C (-1.07, -3.55, 4.30)
C (-1.48, -3.74, 5.59)
S (0.23, -2.19, 2.29)
O (1.52, -1.56, 2.42)
O (0.14, -3.49, 1.71)
N (-0.69, -1.11, 1.55)
C (-2.01, -1.34, 1.20)
N (-2.32, -0.61, 0.11)
C (-3.57, -0.64, -0.34)
C (-4.51, -1.43, 0.30)
C (-4.08, -2.17, 1.39)
N (-2.83, -2.13, 1.86)
H (-1.41, -2.23, 8.54)
H (-2.05, -3.77, 8.12)
H (-0.35, -0.77, 6.95)
H (0.39, -0.46, 4.60)
H (-1.24, -4.30, 3.54)
H (-1.98, -4.65, 5.89)
H (-3.80, -0.03, -1.20)
H (-5.54, -1.47, -0.04)
H (-4.77, -2.81, 1.93)
Cl (-0.39, 1.58, -2.65)
C (0.82, 0.92, -3.72)
C (1.15, 1.65, -4.84)
C (2.10, 1.14, -5.72)
C (2.71, -0.08, -5.47)
C (2.37, -0.81, -4.34)
C (1.42, -0.31, -3.45)
P (0.99, -1.27, -2.00)
C (2.38, -2.28, -1.52)
C (2.32, -3.67, -1.43)
C (3.45, -4.37, -1.05)
C (4.63, -3.70, -0.77)
C (4.70, -2.31, -0.88)
C (3.58, -1.60, -1.25)
C (-0.54, -2.16, -2.21)
C (-0.92, -3.15, -1.28)
C (-2.11, -3.82, -1.45)
C (-2.94, -3.51, -2.52)
C (-2.59, -2.51, -3.42)
C (-1.40, -1.82, -3.27)
H (0.68, 2.61, -5.03)
H (2.37, 1.71, -6.60)
H (3.44, -0.47, -6.16)
H (2.85, -1.76, -4.15)
H (1.42, -4.21, -1.68)
H (3.42, -5.45, -1.00)
H (5.51, -4.26, -0.48)
H (5.63, -1.80, -0.69)
H (3.64, -0.53, -1.39)
H (-0.28, -3.38, -0.43)
H (-2.39, -4.60, -0.75)
H (-3.87, -4.05, -2.65)
H (-3.24, -2.28, -4.26)
H (-1.12, -1.07, -3.99)
N (1.89, 0.69, 0.65)
N (1.67, 1.77, 1.52)
C (0.52, 2.48, 1.47)
N (0.46, 3.58, 2.19)
N (-0.45, 1.97, 0.69)
N (-1.63, 2.68, 0.47)
O (-1.93, 3.60, 1.20)
O (-2.28, 2.28, -0.47)
H (2.08, -0.15, 1.20)
H (2.66, 0.91, 0.02)
H (2.40, 2.04, 2.15)
H (1.28, 3.96, 2.63)
H (-0.41, 4.10, 2.23)

Atomic partial charges in e from the Mulliken method, atoms 1 to 2: 2.676 -0.313

=====

[2]
Computed, not measured: an isolated molecule of C5H12N2O in a non-equilibrium geometry, with wB97M-V/def2-TZVPD.

As for the spin multiplicity: 1. For the molar mass, the calculation gives 116.16 g/mol. The value obtained for the HOMO-LUMO gap is 0.3730 hartree. The highest occupied orbital energy comes out at -0.3305 hartree. The energy relative to the best compared isomer or geometry (same formula, charge and spin) comes out at 4.019 eV. The strongest force on any atom is 0.0549 hartree/bohr. For the total energy, the calculation gives -10404.40530 eV.

Element x y z (Å)
C (-2.75, 1.08, -0.24)
N (-1.63, 1.56, 0.04)
C (-0.35, 1.01, -0.66)
C (0.35, 0.05, 0.27)
C (1.23, -0.98, -0.42)
C (2.44, -0.38, -1.13)
O (-0.76, -0.70, 1.00)
N (-0.67, -0.72, 2.40)
H (-3.63, 1.53, 0.20)
H (-2.91, 0.18, -0.85)
H (0.26, 1.88, -0.86)
H (-0.66, 0.50, -1.58)
H (0.89, 0.59, 1.06)
H (1.57, -1.69, 0.34)
H (0.62, -1.53, -1.13)
H (3.09, -1.17, -1.51)
H (3.03, 0.23, -0.43)
H (2.15, 0.25, -1.96)
H (-1.31, -0.03, 2.77)
H (-0.98, -1.65, 2.69)

Atomic partial charges in e from the natural (NBO) method, atoms 1 to 2: -0.052 -0.383

=====

[3]
Computed, not measured: a cluster of 7 separate species, C6H26O7 in total in a non-equilibrium geometry, with wB97M-V/def2-TZVPD.

As for the spin multiplicity: 1. For the molar mass, the calculation gives 210.27 g/mol. The value obtained for the HOMO-LUMO gap is 0.3784 hartree. The highest occupied orbital energy comes out at -0.3693 hartree. The energy relative to the best compared isomer or geometry (same formula, charge and spin) comes out at 1.749 eV. The strongest force on any atom is 0.0311 hartree/bohr. For the total energy, the calculation gives -20975.56808 eV.

Element x y z (Å)
C (-0.47, -3.30, 1.22)
C (-0.13, -3.12, 2.69)
O (1.24, -3.39, 2.91)
H (0.02, -2.52, 0.65)
H (-1.54, -3.27, 1.04)
H (-0.16, -4.25, 0.78)
H (-0.69, -3.84, 3.29)
H (-0.40, -2.10, 2.98)
H (1.42, -3.73, 3.79)
C (-0.73, 4.44, -0.05)
C (0.54, 3.71, 0.33)
O (1.09, 3.10, -0.83)
H (-1.45, 3.85, -0.60)
H (-0.45, 5.31, -0.65)
H (-1.23, 4.80, 0.86)
H (0.27, 2.94, 1.07)
H (1.30, 4.30, 0.83)
H (1.01, 2.13, -0.84)
C (-0.89, 0.19, -2.22)
C (-0.15, -0.46, -1.06)
O (1.14, 0.14, -1.01)
H (-1.05, 1.25, -2.03)
H (-1.86, -0.29, -2.38)
H (-0.36, 0.07, -3.16)
H (-0.03, -1.54, -1.21)
H (-0.72, -0.30, -0.14)
H (1.60, -0.17, -0.19)
O (0.04, 0.54, 2.96)
H (-0.27, 1.20, 2.34)
H (0.35, -0.20, 2.42)
O (-4.39, 0.16, -3.38)
H (-4.56, 0.85, -2.72)
H (-3.79, -0.45, -2.95)
O (2.94, -1.15, -3.22)
H (2.32, -1.45, -3.90)
H (2.41, -0.57, -2.64)
O (2.24, -0.80, 1.47)
H (2.68, -0.44, 2.25)
H (2.71, -1.63, 1.28)

Atomic partial charges in e from the natural (NBO) method, atoms 1 to 2: -0.631 -0.061

=====

[4]
Computed, not measured: an isolated molecule of C28H30N6O3 in a non-equilibrium geometry, with wB97M-V/def2-TZVPD.

As for the spin multiplicity: 1. For the molar mass, the calculation gives 498.59 g/mol. The value obtained for the HOMO-LUMO gap is 0.3372 hartree. The highest occupied orbital energy comes out at -0.3214 hartree. The energy relative to the best compared isomer or geometry (same formula, charge and spin) comes out at 0.005 eV. The strongest force on any atom is 0.0256 hartree/bohr. For the total energy, the calculation gives -44605.75975 eV.

Element x y z (Å)
O (1.39, 2.71, -1.14)
C (1.44, 1.50, -1.01)
N (1.35, 0.64, -2.04)
C (1.16, 1.09, -3.41)
C (2.18, 0.50, -4.31)
C (3.49, 0.83, -4.55)
C (3.98, -0.12, -5.48)
C (2.94, -0.95, -5.73)
O (1.85, -0.59, -5.03)
C (1.54, 0.76, 0.34)
C (2.14, 1.52, 1.50)
C (2.06, 2.90, 1.65)
C (2.64, 3.46, 2.78)
N (3.25, 2.77, 3.73)
C (3.33, 1.46, 3.57)
C (2.80, 0.79, 2.48)
N (0.17, 0.28, 0.63)
C (-0.78, 1.26, 1.13)
C (-0.87, 1.30, 2.67)
C (-1.39, 0.03, 3.28)
C (-2.69, -0.20, 3.43)
C (-3.26, -1.44, 4.04)
C (-2.20, -2.22, 4.82)
C (-0.93, -2.35, 3.98)
C (-0.34, -0.96, 3.72)
C (-0.12, -0.96, 0.22)
O (0.72, -1.70, -0.28)
C (-1.58, -1.42, 0.28)
N (-2.26, -0.83, -0.84)
N (-3.21, 0.11, -0.68)
N (-3.60, 0.55, -1.80)
C (-2.91, -0.08, -2.79)
C (-2.94, 0.03, -4.18)
C (-2.08, -0.76, -4.90)
C (-1.20, -1.65, -4.27)
C (-1.14, -1.79, -2.90)
C (-2.01, -0.99, -2.17)
H (1.37, -0.35, -1.87)
H (1.24, 2.18, -3.39)
H (0.16, 0.80, -3.76)
H (4.02, 1.65, -4.11)
H (4.96, -0.16, -5.89)
H (2.85, -1.81, -6.37)
H (2.14, -0.14, 0.18)
H (1.59, 3.52, 0.91)
H (2.60, 4.53, 2.94)
H (3.84, 0.92, 4.36)
H (2.90, -0.28, 2.40)
H (-0.45, 2.24, 0.77)
H (-1.77, 1.07, 0.72)
H (0.10, 1.54, 3.09)
H (-1.55, 2.12, 2.91)
H (-3.41, 0.54, 3.09)
H (-3.67, -2.07, 3.24)
H (-4.09, -1.17, 4.69)
H (-1.97, -1.68, 5.74)
H (-2.58, -3.21, 5.08)
H (-1.17, -2.83, 3.03)
H (-0.20, -2.97, 4.49)
H (0.13, -0.58, 4.63)
H (0.44, -1.03, 2.96)
H (-1.59, -2.51, 0.18)
H (-2.08, -1.11, 1.19)
H (-3.62, 0.72, -4.65)
H (-2.07, -0.69, -5.97)
H (-0.53, -2.24, -4.89)
H (-0.46, -2.47, -2.42)

Atomic partial charges in e from the natural (NBO) method, atoms 1 to 2: -0.633 0.674

=====

[5]
Computed, not measured: a structure of composition C36H45N4Pt in a non-equilibrium geometry, with wB97M-V/def2-TZVPD.

As for the spin multiplicity: 3. For the molar mass, the calculation gives 728.86 g/mol. The value obtained for the HOMO-LUMO gap (spin up / spin down) is 0.1495 / 0.2168 hartree. The expectation value of S² is 2.07. The highest occupied orbital energy (spin up / spin down) comes out at -0.0592 / -0.1299 hartree. The strongest force on any atom is 0.1233 hartree/bohr. Its net charge is -1. For the total energy, the calculation gives -47268.71544 eV.

Element x y z (Å)
Pt (0.73, 0.07, -0.01)
C (-0.96, 2.04, -5.84)
C (0.44, 1.57, -5.45)
C (0.44, 0.67, -4.26)
C (0.33, -0.67, -4.25)
C (0.19, -1.64, -5.37)
C (-1.22, -2.17, -5.51)
C (0.44, -0.98, -2.81)
N (0.71, 0.06, -2.07)
C (0.49, 1.14, -2.88)
C (0.23, 2.39, -2.48)
C (-0.07, 2.88, -1.09)
C (-0.18, 4.22, -0.72)
C (-0.15, 5.42, -1.61)
C (-1.52, 5.76, -2.16)
C (-0.22, 4.21, 0.70)
C (-0.12, 2.86, 1.05)
C (0.10, 2.37, 2.45)
C (0.43, 1.13, 2.86)
N (0.73, 0.07, 2.05)
C (0.45, -0.98, 2.76)
C (0.32, -2.39, 2.31)
C (-0.02, -2.74, 1.06)
N (-0.33, -1.97, -0.03)
C (-0.03, -2.74, -1.12)
C (0.30, -2.39, -2.38)
C (-0.04, -4.14, -0.70)
C (-0.04, -4.14, 0.64)
C (-0.02, -5.32, 1.55)
C (-1.35, -5.53, 2.26)
C (-0.06, -5.32, -1.62)
C (1.33, -5.81, -1.99)
C (0.29, -0.70, 4.20)
C (0.32, 0.64, 4.22)
C (0.22, 1.52, 5.43)
C (-1.21, 1.92, 5.75)
C (0.09, -1.68, 5.30)
C (1.41, -2.26, 5.79)
N (-0.34, 2.12, -0.03)
C (-0.25, 5.41, 1.60)
C (1.14, 5.87, 1.98)
H (-0.90, 2.69, -6.72)
H (-1.44, 2.60, -5.04)
H (-1.60, 1.19, -6.09)
H (1.08, 2.44, -5.27)
H (0.89, 1.06, -6.31)
H (0.90, -2.47, -5.24)
H (0.47, -1.16, -6.32)
H (-1.54, -2.72, -4.62)
H (-1.28, -2.86, -6.36)
H (-1.94, -1.36, -5.68)
H (0.12, 3.16, -3.23)
H (0.56, 5.26, -2.43)
H (0.24, 6.28, -1.05)
H (-1.92, 4.93, -2.75)
H (-1.47, 6.64, -2.80)
H (-2.23, 5.96, -1.35)
H (-0.08, 3.12, 3.21)
H (0.56, -3.14, 3.04)
H (0.54, -3.14, -3.12)
H (0.78, -5.23, 2.28)
H (0.21, -6.24, 0.99)
H (-1.60, -4.68, 2.90)
H (-1.31, -6.42, 2.89)
H (-2.17, -5.67, 1.54)
H (-0.63, -5.09, -2.53)
H (-0.61, -6.14, -1.15)
H (1.91, -5.03, -2.50)
H (1.26, -6.67, -2.65)
H (1.89, -6.11, -1.10)
H (0.84, 2.42, 5.30)
H (0.64, 1.00, 6.30)
H (-1.67, 2.49, 4.93)
H (-1.23, 2.55, 6.65)
H (-1.84, 1.04, 5.94)
H (-0.58, -2.48, 4.98)
H (-0.41, -1.20, 6.15)
H (1.95, -2.78, 5.00)
H (1.23, -2.97, 6.60)
H (2.07, -1.47, 6.18)
H (-0.83, 5.17, 2.50)
H (-0.79, 6.22, 1.10)
H (1.69, 5.09, 2.52)
H (1.09, 6.75, 2.63)
H (1.73, 6.14, 1.10)
H (2.44, 0.07, -0.01)

Atomic partial charges in e from the Mulliken method, atoms 1 to 2: 0.513 -0.910

=====

[6]
Computed, not measured: a structure of composition C4H12IO4 in a non-equilibrium geometry, with wB97M-V/def2-TZVPD.

As for the spin multiplicity: 1. For the molar mass, the calculation gives 251.04 g/mol. The value obtained for the HOMO-LUMO gap is 0.2641 hartree. The highest occupied orbital energy comes out at -0.1401 hartree. The energy relative to the best compared isomer or geometry (same formula, charge and spin) comes out at 7.492 eV. The strongest force on any atom is 0.2449 hartree/bohr. Its net charge is -1. For the total energy, the calculation gives -20628.26391 eV.

Element x y z (Å)
I (0.30, 1.79, -1.78)
C (1.14, 1.67, 1.48)
C (1.82, 0.38, 2.02)
O (0.98, -0.50, 2.76)
O (0.01, 1.48, 0.72)
H (1.76, 2.48, 1.10)
H (0.87, 2.09, 2.44)
H (2.67, 0.62, 2.66)
H (2.25, -0.17, 1.19)
H (0.46, -0.96, 2.10)
H (0.05, 1.24, -0.21)
C (-0.44, -0.99, -1.68)
C (-1.88, -1.66, -1.67)
O (-2.89, -0.72, -1.87)
O (-0.24, -0.35, -0.45)
H (-0.24, -0.27, -2.48)
H (0.13, -1.91, -1.74)
H (-1.94, -2.00, -0.63)
H (-2.00, -2.58, -2.24)
H (-2.88, -0.19, -1.07)
H (0.08, 0.53, -0.66)

Atomic partial charges in e from the natural (NBO) method, atoms 1 to 2: -0.537 -0.099

=====

strongest force on any atom of number 1 (C29H28ClN9O4PPtS)? 0.0017 hartree/bohr